(1)
# C44H88O33

A cluster of 11 separate species, C44H88O33 in total at a distorted geometry (ωB97M-V/def2-TZVPD, the OMol25 dataset).

As for the total energy: -4212.29718 Eh. The calculation puts the LUMO energy at 0.6 eV. As for the structure (SMILES): CCOC(=O)OC.CCOC(=O)OC.CCOC(=O)OC.CCOC(=O)OC.CCOC(=O)OC.CCOC(=O)OC.CCOC(=O)OC.CCOC(=O)OC.CCOC(=O)OC.CCOC(=O)OC.CCOC(=O)OC.

Structure (XYZ):
```
165
C44H88O33 ωB97M-V/def2-TZVPD
C -1.1026 1.3004 0.3332
C -0.0063 0.5663 -0.3930
O 0.2624 -0.5720 0.3928
C 0.9934 -1.5072 -0.1592
O 1.4602 -1.5216 -1.2652
O 1.2542 -2.4707 0.7364
C 2.1009 -3.5207 0.3280
H -2.0629 0.7772 0.3245
H -1.3495 2.2950 -0.0406
H -0.9094 1.3213 1.4104
H 0.8728 1.2083 -0.5033
H -0.3872 0.4355 -1.4066
H 2.2346 -4.1779 1.1827
H 3.1118 -3.2126 0.0469
H 1.7168 -4.0773 -0.5255
C -0.6441 -3.1024 -4.3949
C -2.0066 -2.4911 -4.4473
O -2.7943 -2.8112 -3.2509
C -2.7174 -1.9502 -2.2534
O -1.9893 -0.9859 -2.2414
O -3.5559 -2.3053 -1.2976
C -3.5955 -1.4556 -0.1418
H -0.0525 -2.6047 -5.1660
H -0.7615 -4.1670 -4.5915
H -0.1217 -2.9512 -3.4517
H -2.6720 -2.9109 -5.2039
H -2.1225 -1.4167 -4.5945
H -2.7168 -1.6255 0.4832
H -4.3847 -1.9317 0.4410
H -3.7695 -0.4091 -0.3589
C 0.5151 4.1385 2.4832
C -0.9657 4.3810 2.7673
O -1.3646 5.6054 3.3175
C -1.0830 5.8714 4.5944
O -0.7621 5.0905 5.4403
O -1.3031 7.1754 4.7437
C -0.9146 7.6962 5.9983
H 0.6641 3.1408 2.0698
H 1.0270 4.1493 3.4482
H 0.9297 4.8324 1.7504
H -1.2290 3.5266 3.3995
H -1.3951 4.1300 1.7977
H -1.5715 7.4301 6.8284
H -0.8180 8.7785 6.0000
H 0.0589 7.3229 6.3257
C -4.4067 3.5671 0.9333
C -5.0749 4.6475 0.0927
O -5.7693 4.0645 -1.0418
C -6.7735 4.7014 -1.5921
O -7.1650 5.7989 -1.3215
O -7.2713 3.9704 -2.6007
C -8.2359 4.5701 -3.4421
H -5.1669 2.8970 1.3244
H -3.7394 4.1252 1.5886
H -3.7191 3.0225 0.2830
H -4.3364 5.1765 -0.5243
H -5.5582 5.4692 0.6187
H -8.2207 4.0174 -4.3782
H -7.9379 5.5923 -3.6864
H -9.2178 4.5697 -2.9718
C -2.2566 8.6131 1.2275
C -2.3556 7.2778 0.5146
O -1.2822 7.1393 -0.4207
C -0.9121 5.9045 -0.7372
O -1.4913 4.8923 -0.4270
O 0.0112 6.0081 -1.6642
C 0.7371 4.9200 -2.2006
H -3.0756 8.7548 1.9272
H -2.1887 9.4225 0.5032
H -1.3261 8.5707 1.8018
H -3.2362 7.3368 -0.1353
H -2.4428 6.4615 1.2281
H 1.7421 4.9049 -1.7651
H 0.9167 4.8875 -3.2689
H 0.3516 3.9698 -1.8270
C 1.8455 2.7233 5.9705
C 0.9943 1.4888 6.1197
O 1.7273 0.2986 5.8779
C 1.6626 -0.3122 4.6996
O 0.9789 0.0029 3.7676
O 2.4346 -1.4047 4.8077
C 2.8931 -2.0310 3.6118
H 1.2480 3.6149 6.1585
H 2.3057 2.8836 4.9902
H 2.7512 2.6721 6.5818
H 0.0983 1.6211 5.5058
H 0.5472 1.4206 7.1120
H 3.8136 -2.5408 3.8835
H 3.1289 -1.3180 2.8187
H 2.1137 -2.6862 3.2249
C 2.1947 -3.6246 7.2439
C 1.8660 -5.0995 7.1268
O 1.1622 -5.5023 5.9476
C 1.8172 -5.9828 4.9199
O 3.0102 -6.0972 4.7880
O 0.9303 -6.3283 3.9826
C 1.4435 -6.8399 2.7794
H 2.0816 -3.3419 8.2927
H 1.5404 -2.9223 6.7262
H 3.2136 -3.3774 6.9450
H 1.1142 -5.2678 7.8985
H 2.7181 -5.7551 7.2917
H 0.6690 -6.9713 2.0282
H 2.0311 -7.7468 2.9255
H 2.1223 -6.1169 2.3155
C 4.0836 -6.7511 -4.0600
C 3.5241 -6.8491 -2.6509
O 4.5765 -7.0751 -1.7093
C 4.4432 -6.7009 -0.4269
O 3.4238 -6.2663 0.0436
O 5.5858 -6.9434 0.1686
C 5.7745 -6.3936 1.4799
H 3.2195 -6.4821 -4.6727
H 4.4793 -7.7251 -4.3359
H 4.7980 -5.9437 -4.2078
H 2.9088 -7.7513 -2.5892
H 2.8903 -6.0055 -2.3761
H 6.6795 -5.7911 1.4837
H 5.8140 -7.2277 2.1746
H 4.9822 -5.7228 1.8102
C -0.9081 -5.2229 -1.3690
C -0.5650 -6.6440 -1.7566
O -0.0130 -6.6500 -3.0687
C 0.6418 -7.7268 -3.4423
O 0.7813 -8.7411 -2.8271
O 1.0670 -7.5126 -4.6971
C 1.9659 -8.4633 -5.2348
H -0.0332 -4.5688 -1.3575
H -1.4142 -5.1353 -0.4097
H -1.5559 -4.7604 -2.1172
H -1.4295 -7.3105 -1.7261
H 0.1791 -7.0450 -1.0638
H 2.9982 -8.1757 -5.0204
H 1.7931 -8.5550 -6.3023
H 1.8606 -9.4423 -4.7631
C 4.4834 0.6504 -0.1820
C 5.0878 1.4012 -1.4040
O 4.3307 1.1127 -2.5601
C 3.1362 1.6985 -2.7453
O 2.5843 2.3684 -1.9151
O 2.7735 1.4168 -3.9778
C 1.3898 1.5917 -4.3531
H 3.4144 0.8624 -0.1429
H 4.8485 1.0006 0.7816
H 4.6106 -0.4075 -0.4095
H 6.1121 1.1066 -1.6033
H 5.0558 2.4565 -1.1233
H 1.0876 0.6591 -4.8213
H 1.2989 2.4724 -4.9768
H 0.7974 1.6777 -3.4422
C -4.1330 1.7418 -2.9304
C -2.7772 2.5184 -2.9778
O -2.9380 3.7083 -3.7548
C -1.8762 4.3207 -4.2440
O -0.8368 3.8189 -4.6049
O -2.1843 5.6123 -4.3807
C -1.2287 6.4332 -5.0349
H -3.9387 0.8428 -2.3544
H -4.4763 1.5360 -3.9439
H -4.7914 2.4913 -2.5004
H -1.9481 1.8587 -3.2236
H -2.6749 2.8735 -1.9499
H -0.6123 5.9142 -5.7657
H -0.5022 6.8556 -4.3339
H -1.7726 7.2823 -5.4378
```


(2)
# C44H89NO18S

A cluster of 12 separate species, C44H89NO18S in total at a distorted geometry (ωB97M-V/def2-TZVPD, the OMol25 dataset).

As for the total energy: -3537.02205 Eh. The calculation puts the LUMO energy at 0.4 eV. As for the structure (SMILES): C[C@@H](O)CNCCOCOC(=O)CCCCS(=O)(=O)O.CC(C)=O.CC(C)=O.CC(C)=O.CC(C)=O.CC(C)=O.CC(C)=O.CC(C)=O.CC(C)=O.CC(C)=O.CC(C)=O.CC(C)=O.

Structure (XYZ):
```
153
C44H89NO18S ωB97M-V/def2-TZVPD
C -2.6131 4.2586 -6.4202
C -1.8347 4.5106 -5.0179
O -2.0256 5.9115 -4.6966
C -2.4447 3.4696 -3.9591
N -1.8752 3.5465 -2.5907
C -0.4227 3.8481 -2.5700
C 0.4804 2.7789 -3.3503
O 0.6577 1.5672 -2.5729
C 1.4669 0.6523 -3.3462
O 1.5987 -0.6434 -2.7168
C 2.5370 -0.6114 -1.6641
O 3.1206 0.4323 -1.2853
C 2.9115 -1.9617 -0.8738
C 2.4117 -3.2797 -1.6322
C 3.2949 -4.5281 -1.0911
C 2.3824 -5.6872 -0.4174
S 2.5960 -7.3364 -1.2540
O 2.2634 -8.4968 -0.3481
O 4.0303 -7.5353 -1.7075
O 1.6268 -7.3113 -2.6323
H -2.6173 5.2115 -7.0424
H -3.6335 3.7793 -6.2833
H -1.9630 3.4860 -6.9791
H -0.7237 4.3475 -5.2509
H -2.1813 6.0600 -3.7428
H -2.3902 2.4337 -4.4407
H -3.5617 3.7141 -3.8635
H -2.4195 4.1504 -1.9657
H -0.0962 3.7716 -1.4664
H -0.1686 4.9349 -2.8685
H 0.0644 2.4961 -4.3711
H 1.5297 3.2546 -3.4318
H 2.4754 1.1203 -3.6288
H 0.9019 0.4977 -4.3374
H 4.0496 -2.0042 -0.8227
H 2.4751 -1.9059 0.1853
H 1.3251 -3.4677 -1.3384
H 2.5573 -3.2408 -2.7646
H 3.9005 -4.9182 -1.9752
H 4.0394 -4.1470 -0.3063
H 2.7767 -5.8299 0.6521
H 1.2888 -5.3743 -0.3492
H 1.3652 -8.2353 -2.8477
C 1.1586 -0.8485 2.9416
C 2.0936 -1.9236 3.4308
C 3.0026 -1.5815 4.5803
O 2.1122 -3.0269 2.9150
H 0.5642 -1.2353 2.1108
H 0.4830 -0.5494 3.7459
H 1.7324 0.0118 2.5904
H 2.4084 -1.3153 5.4571
H 3.6582 -0.7534 4.3018
H 3.6179 -2.4470 4.8255
C -5.2289 7.9823 -4.2593
C -5.7063 6.7344 -3.5656
C -7.1555 6.6775 -3.1589
O -4.9513 5.8089 -3.3426
H -4.1668 7.8820 -4.4931
H -5.7806 8.1239 -5.1910
H -5.3638 8.8464 -3.6050
H -7.7930 6.7611 -4.0416
H -7.3763 7.4834 -2.4557
H -7.3571 5.7217 -2.6708
C 5.4772 -2.5424 -5.3779
C 4.3430 -3.5211 -5.5266
C 4.4603 -4.5590 -6.6107
O 3.3695 -3.4750 -4.7991
H 5.2566 -1.8544 -4.5592
H 6.4013 -3.0766 -5.1471
H 5.5937 -1.9658 -6.2979
H 5.3392 -5.1827 -6.4344
H 4.5318 -4.0720 -7.5855
H 3.5726 -5.1944 -6.6008
C 4.1908 -3.1153 9.1067
C 4.3232 -3.7860 7.7674
C 4.3204 -5.2908 7.7428
O 4.4287 -3.1362 6.7408
H 4.2083 -2.0336 8.9725
H 3.2415 -3.3961 9.5700
H 5.0239 -3.4008 9.7483
H 3.3774 -5.6664 8.1459
H 5.1605 -5.6737 8.3259
H 4.4235 -5.6363 6.7117
C -5.8529 4.5453 0.3996
C -4.4413 5.0586 0.5030
C -4.1738 6.1510 1.5019
O -3.5532 4.6064 -0.1946
H -5.8980 3.7613 -0.3592
H -6.1663 4.1246 1.3575
H -6.5226 5.3562 0.1056
H -4.4133 5.8008 2.5097
H -4.7695 7.0332 1.2567
H -3.1162 6.4216 1.4668
C -0.1581 -0.8481 -8.3543
C -0.4611 -0.2865 -6.9921
C -1.4839 -1.0089 -6.1564
O 0.0985 0.7136 -6.5805
H 0.5957 -0.2264 -8.8422
H 0.2334 -1.8634 -8.2591
H -1.0622 -0.8465 -8.9662
H -1.1514 -2.0312 -5.9640
H -2.4469 -1.0152 -6.6713
H -1.6007 -0.4930 -5.2009
C 1.0631 -3.4176 7.1616
C 0.4994 -4.5468 7.9820
C -0.7086 -5.2586 7.4383
O 1.0028 -4.8695 9.0434
H 1.9294 -2.9965 7.6727
H 1.3796 -3.7901 6.1845
H 0.3112 -2.6340 7.0435
H -0.4700 -5.7117 6.4734
H -1.5372 -4.5544 7.3304
H -1.0062 -6.0479 8.1319
C -1.3898 1.1158 -12.2655
C -2.0740 -0.2085 -12.0537
C -2.5547 -0.9438 -13.2764
O -2.2323 -0.6664 -10.9382
H -1.0977 1.5309 -11.2988
H -0.4927 0.9779 -12.8728
H -2.0732 1.8135 -12.7539
H -1.7093 -1.1731 -13.9285
H -3.2898 -0.3376 -13.8098
H -3.0269 -1.8802 -12.9731
C -4.9186 6.8793 6.6307
C -4.3913 5.8820 5.6341
C -3.3178 4.9359 6.1019
O -4.8161 5.8421 4.4946
H -5.6855 7.4943 6.1559
H -5.3647 6.3565 7.4792
H -4.1093 7.5291 6.9701
H -3.6930 4.3269 6.9271
H -2.4376 5.4994 6.4180
H -3.0342 4.2754 5.2801
C 7.6381 -0.0173 11.3138
C 6.8915 -0.7983 10.2649
C 7.3980 -0.7177 8.8488
O 5.9172 -1.4684 10.5494
H 7.1623 -0.1689 12.2847
H 8.6713 -0.3661 11.3720
H 7.6118 1.0477 11.0735
H 8.4205 -1.0976 8.7976
H 7.3611 0.3161 8.4990
H 6.7646 -1.3288 8.2020
C -3.0197 -2.1623 4.4406
C -3.5890 -3.2904 5.2591
C -4.7974 -4.0022 4.7123
O -3.0918 -3.6141 6.3213
H -2.1533 -1.7428 4.9560
H -2.7001 -2.5351 3.4651
H -3.7684 -1.3769 4.3182
H -4.5568 -4.4566 3.7490
H -5.6251 -3.2985 4.6019
H -5.0978 -4.7900 5.4058
```